[1]
{"formula": "C50H48I2N4O6ReSSi", "method": "the ωB97M-V functional and the def2-TZVPD basis", "elements": ["Re", "I", "C", "C", "C", "I", "C", "O", "C", "C", "N", "C", "C", "C", "C", "C", "C", "N", "C", "H", "H", "H", "H", "H", "H", "H", "H", "H", "H", "H", "C", "Si", "C", "C", "N", "C", "C", "C", "C", "C", "C", "O", "C", "C", "C", "C", "C", "C", "H", "H", "H", "H", "H", "H", "H", "H", "H", "H", "H", "H", "H", "H", "H", "H", "H", "H", "O", "C", "O", "C", "C", "C", "C", "S", "C", "C", "H", "H", "H", "H", "H", "C", "C", "C", "C", "C", "C", "N", "C", "C", "C", "C", "C", "C", "C", "O", "O", "C", "C", "H", "H", "H", "H", "H", "H", "H", "H", "H", "H", "H", "H", "H", "H"], "xyz": [[-0.092, -0.009, -0.343], [2.994, -6.896, 0.091], [2.191, -5.067, -0.495], [2.881, -4.269, -1.396], [2.365, -3.037, -1.769], [3.419, -1.849, -3.105], [1.148, -2.585, -1.246], [0.619, -1.419, -1.577], [0.449, -3.424, -0.369], [-0.876, -2.937, 0.125], [-0.697, -1.685, 0.947], [-1.764, -1.576, 1.990], [-2.921, -0.708, 1.616], [-4.164, -0.825, 2.226], [-5.117, 0.138, 1.951], [-4.793, 1.178, 1.089], [-3.539, 1.185, 0.509], [-2.630, 0.245, 0.757], [0.973, -4.649, 0.017], [3.827, -4.600, -1.804], [-1.325, -3.700, 0.760], [-1.563, -2.708, -0.690], [0.152, -1.842, 1.484], [-1.312, -1.122, 2.869], [-2.092, -2.581, 2.253], [-4.368, -1.643, 2.908], [-6.097, 0.086, 2.408], [-5.501, 1.964, 0.863], [-3.240, 1.964, -0.178], [0.421, -5.279, 0.704], [3.248, 0.926, 2.827], [2.555, -0.533, 1.891], [3.770, -1.910, 1.505], [1.443, -1.375, 3.146], [1.810, 0.074, 0.387], [2.695, 0.759, -0.476], [4.082, 0.876, -0.299], [4.885, 1.575, -1.186], [4.342, 2.205, -2.290], [2.971, 2.134, -2.497], [2.198, 1.420, -1.606], [0.785, 1.331, -1.759], [0.268, 1.673, -3.042], [0.305, 0.724, -4.041], [-0.121, 1.102, -5.305], [-0.541, 2.407, -5.547], [-0.547, 3.339, -4.522], [-0.142, 2.970, -3.244], [3.771, 0.593, 3.729], [2.397, 1.540, 3.144], [3.923, 1.563, 2.254], [4.181, -2.300, 2.442], [4.601, -1.676, 0.845], [3.208, -2.725, 1.035], [2.061, -1.375, 4.050], [1.233, -2.431, 2.937], [0.537, -0.825, 3.392], [4.561, 0.408, 0.542], [5.952, 1.618, -1.004], [4.964, 2.751, -2.987], [2.521, 2.624, -3.347], [0.641, -0.280, -3.816], [-0.124, 0.373, -6.105], [-0.866, 2.692, -6.539], [-0.864, 4.358, -4.706], [-0.113, 3.690, -2.439], [-4.811, 4.661, -5.582], [-4.924, 3.316, -5.729], [-5.610, 2.877, -6.608], [-4.158, 2.466, -4.771], [-3.980, 1.122, -5.096], [-3.266, 0.284, -4.265], [-2.725, 0.750, -3.057], [-1.898, -0.434, -2.062], [-2.919, 2.093, -2.732], [-3.620, 2.936, -3.578], [-4.164, 4.860, -4.896], [-4.404, 0.753, -6.020], [-3.114, -0.753, -4.536], [-2.496, 2.497, -1.821], [-3.755, 3.966, -3.261], [4.546, 6.059, -0.913], [3.048, 6.085, -1.069], [2.465, 6.969, -1.973], [1.090, 7.027, -2.143], [0.277, 6.194, -1.393], [0.843, 5.304, -0.491], [-0.011, 4.407, 0.224], [-0.126, 4.459, 1.602], [0.011, 5.692, 2.261], [-0.131, 5.785, 3.629], [-0.416, 4.657, 4.397], [-0.531, 3.440, 3.763], [-0.385, 3.311, 2.378], [-0.421, 1.928, 1.831], [-0.460, 0.942, 2.564], [-0.382, 1.812, 0.526], [2.231, 5.231, -0.317], [2.811, 4.243, 0.660], [5.015, 6.768, -1.595], [4.954, 5.068, -1.124], [4.846, 6.321, 0.104], [3.106, 7.622, -2.554], [0.658, 7.724, -2.850], [-0.802, 6.218, -1.490], [-0.077, 3.470, -0.147], [0.226, 6.574, 1.672], [-0.024, 6.753, 4.105], [-0.534, 4.733, 5.470], [-0.723, 2.536, 4.325], [2.745, 4.617, 1.686], [3.857, 4.030, 0.445], [2.267, 3.298, 0.631]], "multiplicity": 4, "de_lowest_kj_mol": 0.00, "energy_ev": -107923.1611, "fmax_ev_per_a": 0.929}

---

[2]
{"formula": "C2H2N3O", "method": "the ωB97M-V functional and the def2-TZVPD basis", "elements": ["N", "C", "C", "N", "N", "O", "H", "H"], "xyz": [[-2.479, 2.419, 0.008], [-1.981, 1.391, 0.013], [-1.395, -0.032, -0.023], [-0.040, -0.098, 0.075], [-2.303, -0.852, -0.194], [-3.271, -1.372, 0.146], [0.283, 0.859, 0.171], [0.638, -0.802, -0.143]], "total_charge": 1, "de_lowest_kj_mol": 386.46, "energy_ev": -8610.8487, "fmax_ev_per_a": 6.228}

---

[3]
{"formula": "C5H9N", "method": "the ωB97M-V functional and the def2-TZVPD basis", "elements": ["C", "C", "C", "N", "C", "C", "H", "H", "H", "H", "H", "H", "H", "H", "H"], "xyz": [[-1.452, 0.833, -0.272], [-1.630, -0.586, 0.175], [-0.452, 0.202, 0.659], [0.877, -0.083, 0.121], [1.152, -1.200, -0.578], [1.853, 0.821, 0.240], [-1.124, 0.991, -1.296], [-2.112, 1.600, 0.123], [-2.408, -0.813, 0.897], [-1.436, -1.362, -0.557], [-0.437, 0.536, 1.692], [0.859, -2.180, -0.226], [1.847, -1.083, -1.396], [1.648, 1.878, 0.127], [2.864, 0.445, 0.306]], "de_lowest_kj_mol": 360.57, "energy_ev": -6817.2579, "fmax_ev_per_a": 0.385}

---

[4]
{"formula": "C2H4N4O2", "method": "the ωB97M-V functional and the def2-TZVPD basis", "elements": ["N", "N", "C", "N", "C", "N", "O", "O", "H", "H", "H", "H"], "xyz": [[1.626, -1.002, 0.290], [1.145, -0.133, -0.785], [1.157, 1.217, -0.034], [-0.019, 1.701, -0.049], [-0.958, 0.649, -0.202], [-2.167, 0.661, -0.005], [-2.472, -0.709, -0.123], [-0.268, -0.362, -0.825], [1.326, -0.856, 1.422], [1.662, -2.027, 0.083], [2.216, 1.512, -0.142], [-3.247, -0.649, 0.370]], "de_lowest_kj_mol": 559.25, "energy_ev": -12187.6915, "fmax_ev_per_a": 6.235}

---

[5]
{"formula": "C25H28CuF5O2", "method": "the ωB97M-V functional and the def2-TZVPD basis", "elements": ["O", "C", "C", "H", "H", "C", "H", "H", "C", "H", "H", "H", "C", "H", "H", "H", "Cu", "C", "C", "C", "H", "C", "C", "H", "H", "H", "H", "C", "C", "C", "H", "C", "C", "H", "H", "H", "H", "O", "C", "C", "H", "H", "C", "H", "H", "C", "H", "H", "H", "H", "F", "C", "C", "C", "F", "C", "F", "C", "F", "C", "F"], "xyz": [[0.187, -0.126, -4.512], [0.088, 1.114, -5.288], [-0.054, 0.409, -6.628], [1.009, 1.698, -5.182], [-0.806, 1.683, -5.007], [0.060, -0.863, -5.753], [0.795, 0.534, -7.305], [-1.025, 0.535, -7.106], [1.314, -1.630, -6.109], [2.199, -0.987, -6.014], [1.237, -1.958, -7.157], [1.421, -2.519, -5.477], [-1.165, -1.747, -5.811], [-2.075, -1.202, -5.532], [-1.030, -2.626, -5.171], [-1.287, -2.110, -6.840], [-0.297, -0.449, 3.239], [-2.432, -0.821, 3.778], [-2.017, 0.549, 3.789], [-1.780, 0.947, 2.425], [-1.979, 1.194, 4.660], [-2.149, -0.154, 1.588], [-2.529, -1.236, 2.419], [-2.858, -2.218, 2.069], [-2.679, -1.411, 4.656], [-1.489, 1.946, 2.094], [-2.226, -0.134, 0.504], [0.689, -2.401, 3.911], [-0.009, -3.203, 2.966], [0.253, -2.697, 1.663], [-0.577, -4.099, 3.205], [1.109, -1.562, 1.780], [1.470, -1.434, 3.168], [2.273, -0.821, 3.570], [0.739, -2.544, 4.991], [-0.073, -3.147, 0.724], [1.544, -0.976, 0.967], [1.204, 0.218, -1.486], [-0.052, -0.467, -1.674], [-1.193, 0.563, -1.848], [-0.214, -1.134, -0.798], [0.048, -1.099, -2.572], [-0.466, 1.920, -1.976], [-1.817, 0.628, -0.950], [-1.813, 0.300, -2.708], [0.848, 1.614, -1.231], [-1.019, 2.745, -1.500], [-0.281, 2.140, -3.046], [0.602, 1.708, -0.149], [1.699, 2.273, -1.474], [-0.061, 0.088, 6.610], [0.646, 0.983, 5.865], [0.703, 0.883, 4.491], [1.440, 1.810, 3.801], [1.561, 1.743, 2.439], [2.099, 2.867, 4.445], [2.794, 3.759, 3.714], [2.053, 2.953, 5.836], [2.736, 3.924, 6.478], [1.328, 2.003, 6.554], [1.304, 2.045, 7.902]], "total_charge": -1, "multiplicity": 2, "de_lowest_kj_mol": 0.00, "energy_ev": -88697.2750, "fmax_ev_per_a": 1.937}